Molecular formula: C15H40F24N8O17P3S6
Method: DFT, wB97M-V/def2-TZVPD

```
113
Properties=species:S:1:pos:R:3:mulliken_charge:R:1
C -19.1019 -13.2222 -17.5600 -1.059
C -19.3026 -13.9804 -18.8696 1.537
O -20.4328 -14.3462 -19.2208 -0.798
N -18.1667 -14.1651 -19.8864 2.630
H -18.4032 -13.4733 -20.5833 -0.840
H -17.3198 -13.7179 -19.5657 0.036
C -18.0614 -15.5997 -20.4739 -0.621
H -18.1020 -13.4189 -17.1732 0.182
H -19.7969 -13.2434 -16.7206 0.414
H -19.1306 -12.2003 -17.9382 -0.278
H -18.9273 -15.7165 -21.1256 0.445
H -17.9567 -16.3529 -19.6930 0.317
H -17.2128 -15.4396 -21.1389 -0.064
C -19.9039 -9.3799 -17.1044 -0.820
C -19.1581 -8.4560 -18.1188 0.433
O -17.9359 -8.2877 -18.1509 -0.477
N -20.0927 -7.4860 -18.8693 -0.008
H -21.0756 -7.5718 -18.6534 0.390
H -19.7833 -6.5656 -18.5914 0.391
C -20.0111 -7.7798 -20.3230 -0.877
H -20.6279 -10.0769 -17.5266 0.199
H -20.4116 -8.7100 -16.4104 0.596
H -19.1114 -9.8987 -16.5652 0.135
H -18.9661 -7.6871 -20.6186 0.370
H -20.4916 -6.9528 -20.8457 0.429
H -20.4363 -8.7402 -20.6143 0.205
C -16.9532 -18.0151 -25.8739 -1.348
C -17.3657 -18.0382 -24.4019 0.620
O -16.7487 -17.4698 -23.4910 -0.291
N -18.7790 -18.6514 -24.2598 -0.125
H -19.3612 -18.0717 -24.8473 0.416
H -18.8340 -19.5818 -24.6488 0.394
C -19.2606 -18.5234 -22.7819 -0.647
H -17.6757 -17.5325 -26.5320 0.404
H -16.5684 -18.9876 -26.1807 0.394
H -16.0679 -17.4078 -26.0627 0.343
H -20.1655 -19.1306 -22.7572 0.386
H -19.6282 -17.5000 -22.7081 0.230
H -18.4921 -18.7391 -22.0396 0.243
C -23.3638 -12.5450 -18.5264 -0.501
C -23.9847 -13.9756 -18.6195 0.450
O -25.1665 -14.1542 -18.8754 -0.523
N -23.1588 -15.2427 -18.2978 0.436
H -23.3865 -15.9927 -18.9348 0.418
H -22.1806 -14.9961 -18.3456 -0.123
C -23.5798 -15.7560 -16.8977 -0.634
H -24.0500 -11.8842 -17.9968 0.437
H -23.1286 -12.0193 -19.4518 0.434
H -22.3900 -12.4444 -18.0473 -0.200
H -23.1682 -16.7272 -16.6231 0.332
H -24.6515 -15.7053 -16.7059 0.338
H -23.1081 -15.0470 -16.2172 0.220
C -16.4324 -9.8376 -22.9412 -0.849
C -15.3824 -10.7352 -22.3674 0.959
O -14.1733 -10.5528 -22.3937 -0.499
N -15.8734 -12.1267 -21.8848 1.308
H -15.9401 -12.2461 -20.8841 -0.314
H -16.8551 -12.2902 -22.0569 -0.093
C -14.9314 -13.3246 -22.3928 -0.830
H -17.1712 -9.5872 -22.1798 -0.012
H -17.0514 -10.3312 -23.6903 0.326
H -16.0058 -8.8710 -23.2092 0.392
H -15.2241 -14.2712 -21.9385 0.286
H -13.8999 -13.0744 -22.1448 0.391
H -15.0412 -13.3878 -23.4754 0.382
P -16.3466 -19.6815 -19.5261 1.249
F -16.1811 -18.6160 -20.7512 -0.377
F -17.7624 -18.9666 -19.1737 -0.324
F -16.9630 -20.8299 -20.6087 -0.416
F -16.5087 -20.8160 -18.3410 -0.381
F -14.9168 -20.3618 -19.8312 -0.379
F -15.5632 -18.6582 -18.5121 -0.357
P -19.5436 -17.0505 -16.4239 1.310
F -18.2070 -16.5074 -17.2555 -0.393
F -20.4311 -16.7293 -17.7625 -0.410
F -19.0791 -18.5648 -16.9801 -0.393
F -20.8518 -17.6592 -15.7448 -0.395
F -18.7229 -17.3203 -15.0982 -0.402
F -19.8730 -15.5279 -15.9520 -0.400
P -23.0742 -12.1262 -14.5689 1.518
F -21.8865 -12.6928 -15.5416 -0.586
F -21.8624 -11.3748 -13.7293 -0.391
F -23.3050 -10.8189 -15.5145 -0.372
F -24.1687 -11.4559 -13.5730 -0.337
F -24.2094 -12.8938 -15.5452 -0.359
F -22.9089 -13.4428 -13.5398 -0.394
N -18.6659 -12.6410 -22.1787 -0.633
S -19.1409 -13.2430 -23.4685 0.903
O -18.9066 -12.4940 -24.6541 -0.708
O -20.2480 -14.1823 -23.3793 -0.620
F -17.8371 -14.1936 -23.6016 -0.281
S -20.1593 -11.7471 -21.9334 0.909
O -21.3040 -12.4990 -21.3266 -0.528
O -20.3547 -10.5944 -22.8209 -0.595
F -19.6320 -11.1424 -20.5040 -0.170
N -16.1631 -12.5862 -19.2000 -0.829
S -16.0444 -11.2983 -18.5135 0.845
O -14.9756 -10.4678 -19.0145 -0.711
O -16.3790 -11.1827 -17.0808 -0.397
F -17.3303 -10.6543 -19.3196 -0.157
S -14.7538 -13.2786 -18.4172 0.824
O -14.6579 -13.2365 -16.9598 -0.492
O -13.5083 -13.2991 -19.1924 -0.634
F -15.1615 -14.8260 -18.6269 -0.198
N -17.7010 -13.2342 -12.2927 -0.234
S -17.7919 -12.6489 -13.6646 1.224
O -17.5363 -13.5619 -14.8207 -0.123
O -17.5137 -11.1852 -13.6947 -0.469
F -19.4343 -12.6327 -13.6902 -0.225
S -15.9606 -13.3100 -12.3818 1.069
O -15.2130 -12.2287 -13.0200 -0.468
O -15.4413 -14.6712 -12.5037 -0.506
F -15.6510 -12.9067 -10.8942 -0.228
```

Properties
Lowest unoccupied orbital energy (spin up / spin down)   -0.079 / -0.180 Ha
Relative energy (zero: lowest compared OMol25 entry of this formula, charge and spin)   0.532 eV
Highest occupied orbital energy (spin up / spin down)   -10.30 / -10.30 eV
Largest force on an atom   12.01 eV Å⁻¹
Multiplicity   2